{"formula": "H33O17", "method": "ωB97M-V/def2-TZVPD", "symbols": ["O", "H", "H", "O", "H", "H", "O", "H", "H", "O", "H", "H", "O", "H", "O", "H", "H", "O", "H", "H", "O", "H", "H", "O", "H", "H", "O", "H", "H", "O", "H", "H", "O", "H", "H", "O", "H", "H", "O", "H", "H", "O", "H", "H", "O", "H", "H", "O", "H", "H"], "coordinates": [[-3.372, 3.404, -3.247], [-3.142, 2.501, -3.037], [-2.593, 3.930, -3.438], [-5.929, 1.973, -0.531], [-6.002, 1.934, 0.426], [-5.026, 2.192, -0.766], [-0.498, -5.152, -1.213], [0.035, -4.764, -0.503], [-0.865, -5.848, -0.649], [1.511, -0.516, -2.086], [0.797, 0.001, -2.444], [1.416, -0.610, -1.116], [1.004, -0.138, 0.500], [4.652, -0.766, -2.107], [2.439, -2.544, 0.106], [-0.475, 2.957, 1.306], [1.927, -1.729, 0.287], [2.026, 2.923, -0.691], [3.460, -3.290, 1.554], [1.374, 2.610, -0.054], [-5.442, -1.038, -3.127], [-5.359, -1.416, -2.238], [1.098, -0.333, 1.439], [3.469, -2.818, 2.401], [2.822, 2.836, -0.146], [2.859, -3.458, 2.803], [-3.815, 1.748, 2.266], [-4.146, 2.638, 2.318], [-2.902, 1.564, 2.502], [-3.543, -0.265, -0.653], [-3.317, -0.242, 0.283], [4.918, 1.367, -0.397], [5.399, -0.910, -1.504], [5.891, -0.107, -1.734], [-0.163, -0.161, 0.580], [5.839, 1.664, -0.377], [5.955, 2.082, 0.485], [3.001, -2.268, -0.621], [3.526, 1.967, 3.787], [3.001, 1.553, 4.485], [4.420, 1.623, 3.842], [-0.961, 2.969, 2.137], [-0.347, 2.708, 2.835], [-4.819, -0.315, -2.965], [-1.424, -0.595, 0.608], [-2.831, 0.221, -1.070], [-1.030, -0.879, -0.231], [-1.607, -3.522, 0.140], [-1.435, -3.041, -0.687], [-1.795, -2.641, 0.541]], "nbo_charge": [-0.97, 0.47, 0.47, -0.96, 0.47, 0.48, -0.93, 0.48, 0.45, -1.01, 0.46, 0.51, -1.12, 0.47, -1.00, 0.47, 0.50, -1.01, 0.48, 0.46, -0.95, 0.48, 0.47, -0.95, 0.45, 0.44, -1.00, 0.47, 0.52, -1.00, 0.52, 0.48, -0.95, 0.47, 0.49, -1.06, 0.43, 0.47, -1.33, 0.42, 0.41, -1.04, 0.45, 0.47, -1.19, 0.46, 0.42, -0.98, 0.47, 0.50], "total_charge": -2, "e_homo_ev": [2.2884, -3.7420], "e_above_lowest_ev": 0.8901, "spin_multiplicity": 2}

---

{"formula": "C23H32FN5O", "method": "ωB97M-V/def2-TZVPD", "symbols": ["C", "H", "H", "H", "C", "C", "N", "C", "C", "N", "C", "H", "H", "C", "C", "O", "N", "C", "H", "C", "C", "H", "H", "C", "N", "C", "H", "C", "N", "C", "C", "C", "C", "C", "C", "H", "H", "H", "H", "F", "C", "C", "H", "H", "H", "H", "H", "H", "H", "C", "H", "H", "H", "H", "H", "H", "H", "H", "H", "H", "H", "H"], "coordinates": [[3.087, 2.658, -2.309], [3.831, 3.418, -2.527], [2.572, 2.386, -3.228], [2.373, 3.081, -1.610], [3.754, 1.437, -1.690], [4.474, 1.802, -0.437], [4.605, 3.015, 0.029], [5.332, 2.910, 1.172], [5.653, 1.607, 1.399], [5.109, 0.895, 0.361], [5.182, -0.532, 0.213], [6.209, -0.854, 0.424], [4.946, -0.783, -0.824], [4.229, -1.256, 1.179], [2.779, -0.846, 0.953], [2.234, -0.062, 1.704], [2.146, -1.339, -0.143], [2.570, -2.440, -0.978], [3.628, -2.653, -0.837], [1.733, -3.686, -0.674], [0.249, -3.380, -0.860], [-0.359, -4.243, -0.589], [0.061, -3.149, -1.910], [-0.143, -2.187, 0.021], [-1.570, -1.940, -0.026], [-2.095, -1.209, 1.113], [-1.686, -1.637, 2.030], [-3.623, -1.341, 1.132], [-4.194, -0.813, -0.091], [-4.586, 0.511, -0.172], [-5.412, 1.087, 0.806], [-5.868, 2.385, 0.738], [-5.536, 3.176, -0.348], [-4.747, 2.637, -1.348], [-4.281, 1.339, -1.260], [-3.656, 0.967, -2.056], [-4.479, 3.235, -2.206], [-5.893, 4.192, -0.411], [-6.498, 2.753, 1.533], [-5.819, 0.350, 1.875], [-3.612, -1.482, -1.231], [-2.083, -1.358, -1.252], [-1.692, -1.906, -2.110], [-1.804, -0.295, -1.349], [-4.052, -1.102, -2.153], [-3.865, -2.544, -1.140], [-4.018, -0.827, 2.003], [-3.887, -2.401, 1.197], [-1.827, -0.138, 1.079], [0.755, -0.988, -0.349], [0.531, -0.128, 0.283], [0.615, -0.718, -1.401], [0.087, -2.452, 1.061], [2.038, -4.498, -1.335], [1.916, -3.997, 0.357], [2.418, -2.149, -2.025], [4.471, -0.954, 2.200], [4.362, -2.335, 1.098], [6.212, 1.133, 2.179], [5.574, 3.778, 1.751], [4.465, 1.002, -2.403], [2.999, 0.679, -1.463]], "nbo_charge": [-0.59, 0.22, 0.20, 0.22, -0.44, 0.36, -0.47, -0.08, -0.11, -0.36, -0.19, 0.21, 0.21, -0.51, 0.69, -0.62, -0.45, -0.21, 0.21, -0.41, -0.40, 0.22, 0.19, -0.03, -0.46, -0.23, 0.21, -0.22, -0.45, 0.17, 0.34, -0.26, -0.22, -0.21, -0.27, 0.21, 0.21, 0.21, 0.23, -0.34, -0.21, -0.25, 0.20, 0.17, 0.21, 0.20, 0.23, 0.20, 0.17, -0.26, 0.25, 0.19, 0.20, 0.21, 0.20, 0.19, 0.24, 0.22, 0.21, 0.21, 0.21, 0.21], "e_homo_ev": -7.7143, "e_above_lowest_ev": 0.0000}

---

{"formula": "C23H18F3NS", "method": "ωB97M-V/def2-TZVPD", "symbols": ["C", "N", "C", "C", "C", "C", "C", "C", "C", "C", "C", "C", "C", "C", "C", "C", "C", "H", "H", "H", "H", "H", "H", "H", "H", "H", "H", "H", "H", "H", "H", "F", "C", "F", "F", "C", "C", "C", "C", "C", "S", "C", "H", "H", "H", "H"], "coordinates": [[4.768, -0.532, 0.965], [3.379, -0.957, 0.966], [2.306, -0.126, 0.834], [1.109, -0.869, 0.965], [-0.184, -0.339, 1.065], [-1.384, -1.131, 0.921], [-1.529, -2.208, 0.004], [-2.646, -3.043, 0.074], [-3.626, -2.824, 1.052], [-3.547, -1.707, 1.893], [-2.466, -0.842, 1.788], [1.529, -2.260, 1.185], [0.855, -3.414, 1.550], [1.568, -4.615, 1.708], [2.963, -4.636, 1.593], [3.679, -3.453, 1.349], [2.945, -2.282, 1.153], [5.404, -1.419, 1.030], [4.992, 0.018, 0.042], [4.973, 0.125, 1.823], [2.355, 0.950, 0.663], [-0.263, 0.623, 1.599], [-0.759, -2.397, -0.752], [-2.753, -3.882, -0.615], [-4.502, -3.468, 1.110], [-4.319, -1.493, 2.631], [-2.385, 0.057, 2.407], [-0.217, -3.394, 1.711], [1.033, -5.543, 1.919], [3.499, -5.569, 1.709], [4.770, -3.429, 1.297], [-4.350, 4.720, -2.304], [-3.409, 4.621, -3.301], [-3.800, 3.597, -4.131], [-3.479, 5.778, -4.029], [-2.040, 4.361, -2.718], [-0.953, 5.126, -3.156], [0.300, 4.914, -2.560], [0.489, 3.927, -1.606], [-0.644, 3.222, -1.094], [-0.515, 2.453, 0.356], [-1.905, 3.377, -1.751], [-1.071, 5.864, -3.950], [1.128, 5.562, -2.857], [1.460, 3.736, -1.147], [-2.754, 2.801, -1.390]], "nbo_charge": [-0.41, -0.34, 0.10, -0.14, 0.04, -0.15, -0.15, -0.23, -0.17, -0.23, -0.12, -0.10, -0.18, -0.22, -0.20, -0.26, 0.21, 0.22, 0.22, 0.22, 0.25, 0.26, 0.23, 0.22, 0.22, 0.23, 0.23, 0.23, 0.22, 0.22, 0.22, -0.33, 0.98, -0.33, -0.33, -0.16, -0.21, -0.21, -0.21, -0.22, -0.28, -0.19, 0.23, 0.21, 0.21, 0.23], "e_homo_ev": -6.4472, "e_above_lowest_ev": 0.1775}

---

{"formula": "C68H82BIN13O4PS", "method": "ωB97M-V/def2-TZVPD", "symbols": ["C", "C", "C", "C", "C", "C", "C", "C", "C", "P", "O", "C", "N", "C", "S", "C", "C", "C", "O", "C", "C", "B", "N", "O", "C", "I", "C", "C", "C", "C", "C", "C", "C", "O", "H", "H", "H", "H", "H", "H", "H", "H", "H", "H", "H", "H", "H", "H", "H", "H", "H", "H", "H", "H", "H", "H", "H", "H", "H", "H", "H", "N", "C", "C", "C", "C", "H", "H", "H", "H", "H", "N", "C", "C", "C", "C", "H", "H", "H", "H", "H", "N", "C", "C", "C", "C", "H", "H", "H", "H", "H", "N", "C", "C", "C", "C", "H", "H", "H", "H", "H", "N", "C", "C", "C", "C", "H", "H", "H", "H", "H", "N", "C", "C", "C", "C", "H", "H", "H", "H", "H", "N", "C", "C", "C", "C", "H", "H", "H", "H", "H", "N", "C", "C", "C", "C", "H", "H", "H", "H", "H", "N", "C", "C", "C", "C", "H", "H", "H", "H", "H", "N", "C", "C", "C", "C", "H", "H", "H", "H", "H", "N", "C", "C", "C", "C", "H", "H", "H", "H", "H"], "coordinates": [[2.311, -1.966, 1.625], [1.163, -2.286, 0.671], [1.233, -1.505, -0.648], [-0.084, -1.703, -1.439], [0.162, -1.701, -2.960], [-1.029, -1.095, -3.746], [-1.272, 0.358, -3.349], [-0.237, 1.273, -3.533], [-0.389, 2.604, -3.180], [0.945, 3.802, -3.453], [0.595, 4.914, -4.370], [-1.589, 3.047, -2.617], [-1.674, 4.424, -2.217], [-2.189, 5.224, -2.981], [-3.034, 6.248, -3.789], [-2.621, 2.149, -2.432], [-2.472, 0.802, -2.809], [-3.653, -0.093, -2.588], [-3.945, -0.945, -3.389], [-4.440, 0.167, -1.341], [-4.995, -0.870, -0.603], [-4.798, -2.406, -0.966], [-5.399, -3.041, -2.102], [-3.990, -3.139, -0.114], [-5.732, -0.525, 0.540], [-6.576, -2.045, 1.726], [-5.910, 0.796, 0.889], [-5.338, 1.835, 0.161], [-5.584, 3.246, 0.643], [-6.989, 3.748, 0.263], [-7.254, 5.117, 0.934], [-4.588, 1.513, -0.968], [-3.921, 2.564, -1.803], [-4.387, 3.670, -1.938], [2.413, -0.884, 1.733], [3.254, -2.359, 1.231], [2.165, -2.422, 2.605], [1.075, -3.355, 0.473], [0.235, -1.965, 1.159], [2.080, -1.831, -1.259], [1.370, -0.449, -0.396], [-0.753, -0.894, -1.131], [-0.533, -2.644, -1.117], [1.089, -1.177, -3.192], [0.228, -2.745, -3.274], [-1.882, -1.722, -3.519], [-0.814, -1.092, -4.816], [0.700, 0.958, -3.977], [1.990, 3.023, -3.992], [1.289, 4.279, -2.174], [-5.484, -4.042, -1.946], [-6.339, -2.703, -2.282], [-4.178, -4.078, -0.209], [-6.501, 1.048, 1.763], [-4.851, 3.957, 0.277], [-5.548, 3.218, 1.736], [-7.740, 3.039, 0.611], [-7.052, 3.884, -0.816], [-7.225, 5.949, 0.232], [-6.514, 5.330, 1.709], [-8.224, 5.140, 1.431], [-4.302, -6.808, -2.240], [-5.031, -6.708, -3.395], [-4.169, -6.826, -4.449], [-2.864, -6.998, -3.909], [-2.981, -6.983, -2.545], [-4.677, -6.754, -1.311], [-6.097, -6.556, -3.364], [-4.438, -6.783, -5.491], [-1.946, -7.113, -4.461], [-2.245, -7.076, -1.765], [-9.285, 5.824, 3.951], [-8.102, 6.379, 4.362], [-8.277, 7.734, 4.439], [-9.619, 8.010, 4.061], [-10.215, 6.813, 3.767], [-9.447, 4.845, 3.808], [-7.242, 5.764, 4.566], [-7.529, 8.448, 4.734], [-10.091, 8.977, 4.013], [-11.216, 6.580, 3.445], [5.506, -1.954, -1.082], [6.163, -2.982, -1.706], [7.168, -3.403, -0.877], [7.112, -2.601, 0.293], [6.077, -1.718, 0.137], [4.724, -1.451, -1.460], [5.862, -3.322, -2.682], [7.866, -4.196, -1.086], [7.759, -2.664, 1.152], [5.699, -0.946, 0.786], [-2.576, -2.816, 2.621], [-1.791, -3.743, 1.995], [-0.643, -3.889, 2.731], [-0.743, -3.012, 3.846], [-1.949, -2.368, 3.749], [-3.480, -2.505, 2.303], [-2.110, -4.213, 1.083], [0.178, -4.547, 2.495], [-0.015, -2.872, 4.629], [-2.411, -1.632, 4.385], [9.011, -0.564, -3.918], [8.606, -0.741, -2.622], [9.608, -0.295, -1.805], [10.659, 0.172, -2.642], [10.261, -0.007, -3.941], [8.475, -0.809, -4.729], [7.645, -1.168, -2.394], [9.591, -0.302, -0.728], [11.598, 0.595, -2.324], [10.756, 0.212, -4.871], [-0.695, -5.887, 5.937], [-1.657, -6.428, 6.743], [-1.030, -7.096, 7.761], [0.369, -6.948, 7.563], [0.542, -6.196, 6.431], [-0.869, -5.343, 5.108], [-2.703, -6.292, 6.523], [-1.518, -7.629, 8.560], [1.157, -7.347, 8.180], [1.436, -5.856, 5.936], [13.667, -1.560, -2.305], [14.321, -2.587, -2.925], [15.317, -3.019, -2.089], [15.259, -2.219, -0.916], [14.229, -1.331, -1.080], [12.890, -1.050, -2.688], [14.022, -2.923, -3.903], [16.009, -3.818, -2.294], [15.898, -2.290, -0.052], [13.850, -0.558, -0.432], [-5.507, 8.433, -2.195], [-4.800, 9.522, -2.626], [-5.570, 10.636, -2.408], [-6.788, 10.199, -1.818], [-6.716, 8.837, -1.698], [-5.188, 7.481, -2.239], [-3.817, 9.412, -3.050], [-5.292, 11.649, -2.645], [-7.619, 10.813, -1.513], [-7.420, 8.125, -1.302], [-5.557, 10.235, 1.540], [-5.665, 9.628, 2.761], [-5.905, 10.604, 3.693], [-5.947, 11.846, 3.005], [-5.728, 11.583, 1.678], [-5.380, 9.765, 0.669], [-5.561, 8.562, 2.863], [-6.035, 10.448, 4.752], [-6.116, 12.820, 3.434], [-5.680, 12.236, 0.824], [9.517, -4.230, 2.980], [8.383, -4.618, 3.641], [8.757, -5.460, 4.653], [10.173, -5.583, 4.602], [10.611, -4.811, 3.560], [9.544, -3.614, 2.189], [7.414, -4.263, 3.336], [8.091, -5.936, 5.353], [10.796, -6.171, 5.255], [11.603, -4.626, 3.183], [1.474, -5.216, -3.246], [1.029, -5.423, -1.969], [1.859, -4.741, -1.119], [2.843, -4.095, -1.916], [2.578, -4.407, -3.223], [1.055, -5.600, -4.073], [0.163, -6.032, -1.775], [1.772, -4.708, -0.046], [3.653, -3.475, -1.567], [3.077, -4.126, -4.134]], "lowdin_charge": [-0.09, -0.29, -0.20, -0.17, -0.18, -0.12, -0.14, -0.02, -0.25, 0.72, -0.44, -0.19, 0.10, -0.74, 0.82, -0.01, -0.02, -0.26, 0.14, -0.03, -0.09, -0.70, 0.21, 0.08, -0.60, 1.00, -0.09, -0.13, -0.16, -0.22, -0.09, -0.01, -0.24, 0.11, 0.07, 0.06, 0.06, 0.05, 0.10, 0.07, 0.11, 0.11, 0.11, 0.10, 0.10, 0.10, 0.13, 0.11, 0.02, 0.02, 0.06, 0.10, 0.09, 0.11, 0.11, 0.12, 0.10, 0.11, 0.06, 0.06, 0.06, 0.00, -0.15, -0.10, -0.11, -0.15, 0.14, 0.11, 0.09, 0.09, 0.10, -0.01, -0.15, -0.11, -0.10, -0.14, 0.14, 0.10, 0.07, 0.09, 0.10, 0.00, -0.18, -0.10, -0.10, -0.13, 0.14, 0.11, 0.10, 0.07, 0.11, 0.03, -0.14, -0.14, -0.13, -0.12, 0.09, 0.10, 0.10, 0.10, 0.11, 0.01, -0.12, -0.09, -0.13, -0.14, 0.14, 0.08, 0.09, 0.09, 0.11, 0.01, -0.14, -0.12, -0.12, -0.15, 0.11, 0.10, 0.09, 0.09, 0.10, 0.01, -0.14, -0.12, -0.12, -0.15, 0.10, 0.10, 0.09, 0.09, 0.10, 0.01, -0.15, -0.11, -0.12, -0.15, 0.10, 0.10, 0.09, 0.09, 0.10, 0.02, -0.15, -0.13, -0.11, -0.14, 0.12, 0.10, 0.08, 0.09, 0.10, 0.00, -0.15, -0.11, -0.11, -0.14, 0.12, 0.10, 0.09, 0.09, 0.11, 0.01, -0.12, -0.10, -0.10, -0.13, 0.14, 0.10, 0.09, 0.06, 0.11], "e_homo_ev": -7.9532}

---

{"formula": "C16H19ClF2N4O2", "method": "ωB97M-V/def2-TZVPD", "symbols": ["O", "F", "F", "Cl", "N", "N", "O", "C", "C", "C", "C", "C", "N", "N", "C", "C", "C", "C", "C", "C", "C", "C", "C", "C", "C", "H", "H", "H", "H", "H", "H", "H", "H", "H", "H", "H", "H", "H", "H", "H", "H", "H", "H", "H"], "coordinates": [[-0.125, 3.012, -3.687], [1.546, -3.462, 3.963], [2.706, -3.977, 2.135], [2.839, -1.071, 2.979], [-0.201, -0.471, 0.508], [-0.157, -2.765, 1.088], [-1.162, 3.151, -1.671], [-0.150, 2.779, -2.504], [-0.635, -1.735, 0.368], [0.848, -0.254, 1.280], [0.874, -2.533, 1.896], [1.425, -1.298, 2.004], [1.360, 1.048, 1.293], [-1.576, -2.016, -0.594], [1.469, -3.707, 2.617], [-2.293, -3.284, -0.680], [1.046, 2.130, -1.815], [-2.654, -0.221, -1.968], [-3.573, -2.451, -0.962], [2.706, 1.246, 0.741], [0.449, 2.207, 1.300], [1.722, 3.093, -0.839], [-2.730, -1.165, -0.782], [2.682, 2.708, 0.283], [1.323, 3.295, 0.636], [-0.845, 2.983, -0.776], [0.814, -4.584, 2.469], [-1.864, -3.962, -1.465], [-2.277, -3.824, 0.274], [0.707, 1.221, -1.359], [1.775, 1.823, -2.579], [-3.553, 0.406, -2.014], [-1.774, 0.423, -1.859], [-2.550, -0.764, -2.904], [-3.977, -2.620, -1.994], [-4.359, -2.419, -0.209], [3.484, 1.092, 1.516], [2.892, 0.528, -0.048], [0.228, 2.424, 2.381], [-0.454, 2.058, 0.759], [2.082, 3.980, -1.382], [-2.966, -0.601, 0.132], [3.586, 3.295, 0.345], [1.313, 4.281, 1.125]], "nbo_charge": [-0.56, -0.34, -0.33, 0.03, -0.52, -0.50, -0.67, 0.79, 0.58, 0.43, 0.17, -0.16, -0.46, -0.41, 0.55, -0.21, -0.54, -0.61, -0.42, -0.21, -0.21, -0.23, -0.02, -0.22, -0.25, 0.48, 0.15, 0.20, 0.21, 0.24, 0.25, 0.22, 0.22, 0.21, 0.21, 0.22, 0.21, 0.19, 0.21, 0.19, 0.23, 0.19, 0.23, 0.24], "e_homo_ev": -8.6456, "e_above_lowest_ev": 0.0000}